(1)
A 11-piece molecular cluster, C23H58Cl12F3O27P6S overall at a distorted geometry. Source: OMol25; level of theory: ωB97M-V with the def2-TZVPD basis set.

Structure (XYZ):
```
130
Properties=species:S:1:pos:R:3:mulliken_charge:R:1
C 1.6329 -0.3966 1.1543 0.19
F 2.5112 -1.3632 1.4147 -0.16
F 0.4283 -0.6903 1.6449 -0.03
F 2.0401 0.7285 1.7403 -0.08
S 1.5221 -0.1610 -0.7130 0.61
O 2.8500 0.2335 -1.1637 -0.32
O 1.1428 -1.4534 -1.2712 -0.27
O 0.5493 0.9233 -0.8386 -0.48
C 0.6775 7.4107 2.6137 -0.63
O -0.4483 6.7313 3.1574 -0.39
P -1.2113 5.6368 2.2986 0.81
O -2.3557 5.0084 2.9906 -0.80
O -1.5650 6.4398 0.9768 -0.37
C -2.0958 5.6792 -0.1578 0.49
O 0.0117 4.6871 1.8793 -0.21
C -0.2364 3.2715 1.7449 0.49
H 0.7620 7.3265 1.5303 0.27
H 1.6070 7.0768 3.0702 0.26
H 0.5600 8.4774 2.8067 0.25
H -2.9800 6.2337 -0.4603 0.41
H -2.3699 4.6781 0.1710 -0.62
H -1.3343 5.6948 -0.9320 0.12
H 0.3672 2.8646 0.9317 -0.36
H -1.2642 3.0552 1.4578 -0.40
H 0.0954 2.7727 2.6541 0.50
C 0.1303 -7.1780 2.7227 -0.77
O -0.2031 -6.1621 1.7826 -0.35
P -1.3360 -5.0734 2.1145 1.17
O -2.5970 -5.5949 2.6509 -0.76
O -1.4712 -4.2914 0.7451 -0.33
C -0.4495 -3.4725 0.2099 -0.31
O -0.6296 -3.9637 3.0343 -0.04
C -0.6611 -4.0956 4.4631 -0.75
H -0.6155 -7.3555 3.5023 0.33
H 1.0505 -6.9092 3.2427 0.26
H 0.2025 -8.0943 2.1403 0.29
H -0.8111 -2.4457 0.2263 -0.23
H -0.1336 -3.7750 -0.7882 0.32
H 0.4874 -3.4560 0.7765 0.41
H -0.9803 -5.0925 4.7651 0.31
H -1.3326 -3.3353 4.8640 0.18
H 0.3406 -3.8959 4.8435 0.25
C -6.4545 -0.9715 3.6821 -0.61
O -5.3080 -0.9005 4.5608 -0.32
P -4.3826 -2.1919 4.6912 0.91
O -3.4580 -2.0794 5.8276 -0.79
O -3.6510 -2.3598 3.2647 -0.07
C -2.7184 -1.3600 2.8933 0.15
O -5.3828 -3.4399 4.7242 -0.35
C -4.7689 -4.7262 4.8891 -0.32
H -6.4846 -0.0798 3.0606 0.16
H -7.3499 -1.0891 4.2865 0.28
H -6.3660 -1.8205 3.0037 0.31
H -2.8454 -1.0271 1.8627 -0.35
H -1.6993 -1.7409 2.9800 0.09
H -2.7362 -0.4744 3.5346 0.45
H -3.7004 -4.7782 4.6792 -0.04
H -5.2625 -5.3367 4.1327 0.26
H -4.9098 -5.1204 5.8955 0.31
C -0.6010 3.1547 -2.3506 -0.98
O -0.2335 4.2981 -3.1239 0.33
P -1.3184 5.0247 -4.0384 0.62
O -2.6242 5.1496 -3.3897 -0.69
O -0.5940 6.4164 -4.3415 -0.39
C 0.6734 6.4952 -4.9761 -0.53
O -1.2370 4.2688 -5.4489 -0.38
C -1.4529 2.8264 -5.4385 -0.29
H -0.1279 2.2681 -2.7703 0.16
H -1.6817 2.9998 -2.3165 0.43
H -0.2630 3.2294 -1.3199 0.35
H 0.9781 5.5708 -5.4665 0.24
H 1.4366 6.7930 -4.2595 0.22
H 0.6169 7.2434 -5.7684 0.26
H -1.8680 2.5109 -4.4825 0.03
H -0.4382 2.4615 -5.6043 0.22
H -2.0926 2.4969 -6.2536 0.37
C -2.1759 -0.2860 -0.7198 0.13
O -2.7138 0.3728 0.4247 0.61
P -4.1015 1.1636 0.3334 -0.01
O -5.1119 0.4602 -0.4639 -0.80
O -4.4641 1.5167 1.8339 -0.41
C -3.4831 2.0398 2.7210 0.03
O -3.6382 2.5496 -0.3025 0.29
C -4.5930 3.5860 -0.4883 -1.00
H -1.2259 0.1998 -0.9470 -0.11
H -2.8361 -0.1935 -1.5796 0.64
H -1.9412 -1.3083 -0.4367 -0.38
H -2.5092 1.5864 2.5302 -0.14
H -3.7776 1.8033 3.7416 0.45
H -3.2917 3.1063 2.6380 0.01
H -4.8485 4.0626 0.4559 0.38
H -5.5180 3.2965 -0.9979 0.33
H -4.1786 4.2710 -1.2300 0.14
C 5.1872 -6.0732 -3.4971 -0.28
O 5.8769 -6.0588 -2.2488 -0.41
P 6.0508 -4.6453 -1.5094 0.90
O 6.5949 -3.5305 -2.2880 -0.59
O 4.5671 -4.4467 -0.9051 -0.15
C 4.0508 -3.1453 -0.6266 -0.48
O 6.9341 -5.0539 -0.2476 -0.39
C 7.3373 -4.0504 0.6615 -0.68
H 5.8657 -6.3981 -4.2851 0.27
H 4.8636 -5.0763 -3.7951 -0.05
H 4.3160 -6.7197 -3.4214 0.27
H 2.9754 -3.0807 -0.7542 0.13
H 4.5636 -2.4079 -1.2478 0.31
H 4.2892 -2.8561 0.4027 0.34
H 6.6501 -3.9205 1.5005 0.25
H 7.4840 -3.0770 0.1904 0.34
H 8.2904 -4.3369 1.1060 0.26
C -0.2690 -1.8003 -3.9137 1.07
Cl 0.1200 -2.8597 -5.2699 -0.13
Cl -1.4909 -2.6117 -2.9140 -0.10
Cl -0.8437 -0.1845 -4.4057 -0.12
H 0.6192 -1.6440 -3.3086 -0.76
C 5.0796 1.1550 0.8141 0.98
Cl 4.2810 2.7447 0.6656 -0.10
Cl 5.2070 0.7286 2.5287 -0.17
Cl 6.7541 1.1932 0.1964 -0.16
H 4.4747 0.3727 0.3707 -0.76
C 4.0288 -1.1550 -4.4574 1.02
Cl 2.9059 -0.2577 -5.5077 -0.09
Cl 5.6756 -1.2021 -5.1245 -0.15
Cl 3.5451 -2.8252 -4.0460 -0.21
H 4.0764 -0.6171 -3.5167 -0.69
C 3.3061 2.9989 -2.9579 1.33
Cl 2.4669 2.9182 -4.5108 -0.15
Cl 3.3653 4.6526 -2.3597 -0.14
Cl 4.9166 2.3142 -3.1220 -0.10
H 2.7109 2.3440 -2.3255 -1.11
```

The frontier orbital gap comes out at 10.143 eV. For the strongest force on any atom, the calculation gives 1.7 eV Å⁻¹. As for the multiplicity: 1. For the highest occupied orbital energy, the calculation gives -8.2 eV. The energy relative to the best compared isomer or geometry (same formula, charge and spin) is 0.0 kcal per mole. The charge is -1.



(2)
A 2-piece molecular cluster, C3H10NOS overall at a distorted geometry. Source: OMol25; level of theory: ωB97M-V with the def2-TZVPD basis set.

Structure (XYZ):
```
16
Properties=species:S:1:pos:R:3:mulliken_charge:R:1
C -1.8435 -0.3350 -1.2457 -0.72
N -0.9162 0.0845 -0.1603 -0.32
C 0.3399 -0.5893 0.1416 -0.46
C 1.5766 -0.0495 -0.5477 -0.63
S 3.1552 -0.6842 0.1608 -0.67
H -2.2307 0.7281 -1.6657 0.23
H -2.7843 -0.7926 -0.8046 0.24
H -1.5709 -1.1161 -1.9317 0.29
H -0.5210 1.0805 -0.4629 0.23
H 0.5359 -0.5035 1.2193 0.19
H 0.1652 -1.6363 -0.1865 0.29
H 1.5163 1.0652 -0.3830 0.15
H 1.7864 -0.1881 -1.6115 0.22
H 0.9227 1.3569 2.6081 0.35
H -0.1270 0.5264 2.0163 0.33
O -0.0045 1.0529 2.8535 -0.72
```

The frontier orbital gap comes out at 6.168 eV. For the strongest force on any atom, the calculation gives 4.1 eV Å⁻¹. As for the multiplicity: 1. For the highest occupied orbital energy, the calculation gives -2.6 eV. The energy relative to the best compared isomer or geometry (same formula, charge and spin) is 48.6 kcal per mole. The charge is -1.



(3)
A 3-piece molecular cluster, C2H7NO4 overall. Source: OMol25; level of theory: ωB97M-V with the def2-TZVPD basis set.

Structure (XYZ):
```
14
Properties=species:S:1:pos:R:3:mulliken_charge:R:1
O -2.8170 -1.4120 -1.0049 -0.49
C -1.7147 -1.3120 -0.5424 0.06
N -0.9338 -0.1833 -0.5377 -0.02
C -1.0941 0.9933 -1.2914 0.07
O -1.6731 1.0393 -2.3349 -0.45
H -1.2546 -2.1658 -0.0018 0.29
H -0.0653 -0.3518 -0.0412 0.24
H -0.6164 1.8564 -0.7920 0.31
O 1.1734 -0.2611 1.9842 -0.66
H 0.5472 -0.4732 2.6878 0.31
H 2.0306 -0.5508 2.3145 0.31
O 1.9739 1.2015 -0.3212 -0.62
H 2.6759 0.6804 -0.7077 0.29
H 1.7681 0.9391 0.5887 0.36
```

The frontier orbital gap comes out at 9.655 eV. For the strongest force on any atom, the calculation gives 0.9 eV Å⁻¹. As for the multiplicity: 1. For the highest occupied orbital energy, the calculation gives -9.8 eV. The energy relative to the best compared isomer or geometry (same formula, charge and spin) is 19.0 kcal per mole. Its structure (SMILES) is O=CNC=O.O.O.